Below is a molecular structure, C38H49AlN7O6PSSi, with properties calculated with the ωB97M-V functional and the def2-TZVPD basis.

Atoms and positions in Å:
Al 0.502 1.667 0.110
O 0.550 2.542 1.816
N 1.739 2.687 2.284
N 2.633 2.483 1.412
O 2.323 2.179 0.171
C 4.021 2.533 1.766
C 4.936 2.043 0.851
C 6.284 2.071 1.182
C 6.696 2.580 2.403
C 5.758 3.066 3.306
C 4.409 3.048 2.995
H 4.587 1.642 -0.089
H 7.010 1.687 0.479
H 7.748 2.597 2.656
H 6.077 3.463 4.261
H 3.668 3.417 3.688
O 1.089 1.128 -2.660
C 0.170 1.266 -1.862
C -1.238 1.327 -2.439
C -1.418 1.323 -3.821
C -2.684 1.431 -4.366
C -3.791 1.557 -3.532
C -3.623 1.584 -2.158
C -2.348 1.466 -1.604
P -2.059 1.578 0.191
C -2.685 0.051 0.934
C -2.381 -0.164 2.277
C -2.868 -1.286 2.927
C -3.639 -2.210 2.233
C -3.920 -2.013 0.891
C -3.450 -0.879 0.242
C -3.272 2.841 0.703
C -3.056 4.170 0.342
C -3.970 5.152 0.685
C -5.111 4.819 1.403
C -5.332 3.501 1.772
C -4.419 2.514 1.422
H -0.537 1.230 -4.445
H -2.816 1.421 -5.441
H -4.783 1.645 -3.955
H -4.483 1.714 -1.510
H -1.749 0.538 2.808
H -2.630 -1.449 3.971
H -4.006 -3.095 2.738
H -4.501 -2.743 0.343
H -3.664 -0.733 -0.808
H -2.170 4.438 -0.218
H -3.790 6.179 0.393
H -5.824 5.586 1.676
H -6.218 3.235 2.333
H -4.600 1.488 1.715
N 0.669 7.210 -0.239
N 0.569 5.904 -0.699
N 0.485 5.621 -1.976
C 0.318 4.305 -1.931
N 0.293 3.853 -0.671
N 0.464 4.900 0.110
H 1.360 7.674 -0.821
H 1.012 7.151 0.714
H 0.231 3.683 -2.804
C -2.306 -2.149 -2.785
C -0.937 -2.637 -2.327
C -1.052 -4.083 -1.854
C 0.087 -2.527 -3.449
O -0.540 -1.756 -1.256
Si 0.444 -2.092 0.013
S 0.846 -0.376 1.127
O -0.401 -3.182 0.900
C -0.018 -4.087 1.939
C 0.724 -5.275 1.336
C -1.321 -4.557 2.576
C 0.841 -3.376 2.978
O 1.807 -2.856 -0.495
C 3.202 -2.566 -0.643
C 3.865 -2.547 0.730
C 3.417 -1.239 -1.358
C 3.762 -3.712 -1.479
H -2.645 -2.723 -3.650
H -2.266 -1.096 -3.060
H -3.032 -2.277 -1.980
H -1.411 -4.705 -2.677
H -1.755 -4.157 -1.024
H -0.086 -4.469 -1.528
H -0.253 -3.078 -4.329
H 1.040 -2.945 -3.126
H 0.244 -1.484 -3.721
H 0.080 -5.801 0.629
H 1.019 -5.974 2.121
H 1.615 -4.940 0.807
H -1.987 -4.952 1.808
H -1.820 -3.724 3.071
H -1.127 -5.340 3.312
H 1.803 -3.079 2.556
H 1.028 -4.035 3.828
H 0.334 -2.477 3.330
H 3.435 -1.758 1.349
H 4.937 -2.363 0.627
H 3.729 -3.508 1.231
H 3.017 -0.410 -0.778
H 2.927 -1.234 -2.332
H 4.487 -1.075 -1.512
H 3.557 -4.667 -0.992
H 4.842 -3.606 -1.601
H 3.300 -3.721 -2.467

Results
- Maximum force: 0.212 eV/A
- LUMO level: 0.19 eV
- E: -3583.8212 hartree
- HOMO-LUMO gap: 7.733 eV

Atomic partial charges in e from the Löwdin method, atoms 1 to 6: -0.2239 -0.1562 0.0729 -0.1586 -0.0843 -0.1542

=====

Below is a molecular structure, C38H49BN10O6S3Sc, with properties calculated with the ωB97M-V functional and the def2-TZVPD basis.

Atoms and positions in Å:
Sc 1.238 2.399 1.848
C 1.509 -1.348 4.599
C 0.574 -1.675 3.487
C -0.566 -2.436 3.652
C -1.440 -2.733 2.587
N -1.173 -2.334 1.357
N -0.087 -1.622 1.216
B 0.509 -0.886 -0.027
N 1.210 -1.761 -1.034
N 0.828 -3.053 -1.053
C 1.365 -3.833 -1.939
C 2.336 -3.341 -2.861
C 2.723 -2.043 -2.844
C 3.724 -1.474 -3.787
C 2.101 -1.177 -1.873
S 2.431 0.468 -1.737
C 0.940 -5.291 -1.965
C -0.138 -5.563 -0.920
C 2.164 -6.170 -1.678
C 0.382 -5.621 -3.357
N -0.604 -0.035 -0.724
N -0.779 -0.411 -1.994
C -1.675 0.168 -2.738
C -2.472 1.211 -2.216
C -2.329 1.585 -0.915
C -3.167 2.665 -0.314
C -1.350 0.906 -0.119
S -1.219 1.262 1.555
C -1.792 -0.383 -4.153
C -2.317 -1.820 -4.056
C -0.405 -0.383 -4.804
C -2.747 0.454 -5.004
C 0.747 -1.233 2.172
S 1.849 -0.209 1.223
C -2.752 -3.487 2.757
C -2.972 -3.934 4.200
C -3.890 -2.546 2.336
C -2.735 -4.717 1.840
H 1.193 -1.842 5.515
H 1.539 -0.271 4.765
H 2.520 -1.680 4.355
H -0.807 -2.799 4.642
H 2.766 -4.022 -3.584
H 4.139 -2.248 -4.431
H 4.528 -0.985 -3.235
H 3.261 -0.699 -4.400
H 0.215 -5.337 0.087
H -0.424 -6.615 -0.959
H -1.023 -4.954 -1.102
H 2.574 -5.960 -0.689
H 2.957 -6.020 -2.413
H 1.880 -7.223 -1.712
H -0.473 -4.986 -3.596
H 0.049 -6.659 -3.382
H 1.130 -5.497 -4.141
H -3.200 1.706 -2.843
H -3.817 3.107 -1.067
H -2.530 3.436 0.122
H -3.775 2.276 0.504
H -1.636 -2.436 -3.468
H -2.404 -2.252 -5.054
H -3.302 -1.854 -3.585
H 0.296 -0.989 -4.232
H 0.000 0.628 -4.876
H -0.475 -0.795 -5.813
H -3.769 0.430 -4.620
H -2.773 0.052 -6.017
H -2.422 1.495 -5.073
H -3.034 -3.088 4.888
H -2.188 -4.611 4.545
H -3.917 -4.473 4.262
H -3.918 -1.655 2.966
H -4.846 -3.062 2.431
H -3.768 -2.231 1.300
H -1.926 -5.399 2.109
H -2.604 -4.423 0.801
H -3.679 -5.255 1.933
O 4.506 6.719 4.753
C 3.917 5.716 4.083
C 3.927 5.647 2.684
C 3.301 4.566 2.101
N 2.692 3.656 2.842
C 2.678 3.699 4.166
C 3.286 4.726 4.851
C 1.930 2.498 4.738
O 1.901 2.261 5.919
O 1.388 1.779 3.786
C 3.140 4.234 0.619
O 3.392 5.054 -0.241
O 2.652 3.045 0.446
H 4.934 7.334 4.146
H 4.416 6.397 2.075
H 3.287 4.762 5.930
C -1.113 7.079 -0.956
N -0.763 5.988 -0.069
C -1.135 5.883 1.338
C -0.411 4.606 1.713
O -0.247 4.065 2.801
N 0.160 4.071 0.613
C -0.004 4.933 -0.398
N 0.540 4.722 -1.588
H -1.615 7.852 -0.380
H -1.787 6.748 -1.748
H -0.218 7.523 -1.394
H -2.213 5.785 1.479
H -0.770 6.731 1.920
H 1.296 4.046 -1.607
H 0.575 5.460 -2.270

Results
- Maximum force: 0.385 eV/A
- LUMO level: -2.67 eV
- E: -4456.7775 hartree
- Total charge: +1
- HOMO-LUMO gap: 7.469 eV

Atomic partial charges in e from the Löwdin method, atoms 1 to 6: 0.8680 0.0032 -0.1765 0.1033 -0.1717 0.2219

=====

Below is a molecular structure, C38H49BrCl5InOP2Sb, with properties calculated with the ωB97M-V functional and the def2-TZVPD basis.

Atoms and positions in Å:
In -0.334 -0.690 -0.293
Br -0.924 2.458 -0.341
C -0.508 2.543 -2.183
C -0.742 3.743 -2.782
C -0.401 3.928 -4.136
C 0.179 2.907 -4.820
C 0.423 1.654 -4.202
C 1.026 0.624 -4.962
C 1.263 -0.591 -4.401
C 0.885 -0.828 -3.062
C 0.271 0.112 -2.272
C 0.060 1.415 -2.838
H -1.177 4.553 -2.214
H -0.591 4.881 -4.611
H 0.467 3.032 -5.857
H 1.294 0.828 -5.992
H 1.732 -1.381 -4.975
H 1.095 -1.809 -2.667
C -4.531 -2.238 -2.102
P -3.154 -1.015 -2.108
C -2.960 -0.788 -3.914
C -3.999 0.505 -1.544
C -4.734 1.337 -2.383
C -5.352 2.478 -1.893
C -5.253 2.788 -0.545
C -4.523 1.968 0.303
C -3.874 0.835 -0.185
P -2.778 -0.171 0.888
C -2.900 0.627 2.520
C -3.694 -1.731 1.167
H -5.358 -1.872 -2.712
H -4.891 -2.422 -1.091
H -4.167 -3.179 -2.516
H -3.926 -0.711 -4.413
H -2.437 -1.659 -4.312
H -2.363 0.096 -4.128
H -4.830 1.098 -3.435
H -5.915 3.118 -2.559
H -5.740 3.671 -0.150
H -4.452 2.241 1.346
H -2.397 1.595 2.529
H -2.415 -0.027 3.241
H -3.941 0.749 2.816
H -4.762 -1.571 1.026
H -3.511 -2.066 2.187
H -3.343 -2.504 0.482
Cl -0.556 -2.143 2.821
C -0.509 -3.313 1.532
C -0.559 -2.887 0.202
C -0.680 -3.917 -0.739
Cl -0.954 -3.576 -2.420
C -0.638 -5.271 -0.394
Cl -0.758 -6.491 -1.598
C -0.492 -5.641 0.938
Cl -0.396 -7.295 1.374
C -0.447 -4.654 1.914
Cl -0.313 -5.096 3.569
C -0.012 0.680 4.752
C 1.309 0.101 4.250
C 2.480 0.512 5.142
Sb 1.543 0.544 2.125
C 1.570 2.720 2.029
C 2.103 3.467 3.251
C 2.307 3.134 0.751
C 3.648 0.074 1.849
C 4.667 1.015 2.493
C 3.872 -1.376 2.287
H -0.142 0.445 5.812
H -0.869 0.265 4.221
H -0.052 1.767 4.652
H 1.239 -0.989 4.262
H 2.708 1.575 5.083
H 3.384 -0.049 4.914
H 2.221 0.290 6.183
H 0.514 2.963 1.912
H 3.153 3.243 3.440
H 1.541 3.250 4.158
H 2.029 4.546 3.074
H 3.387 3.054 0.876
H 2.084 4.178 0.512
H 2.025 2.534 -0.118
H 3.752 0.153 0.771
H 4.669 0.949 3.579
H 4.514 2.057 2.221
H 5.670 0.736 2.153
H 3.756 -1.483 3.369
H 4.892 -1.693 2.044
H 3.179 -2.068 1.808
C 3.859 -2.768 -1.683
C 3.244 -1.453 -1.299
C 3.842 -0.213 -1.904
O 2.307 -1.404 -0.524
H 4.939 -2.740 -1.523
H 3.702 -2.938 -2.752
H 3.417 -3.583 -1.115
H 4.835 -0.054 -1.472
H 3.215 0.654 -1.709
H 3.977 -0.339 -2.979

Results
- Maximum force: 0.433 eV/A
- LUMO level: -2.31 eV
- E: -7540.5003 hartree
- Total charge: +1
- HOMO-LUMO gap: 8.271 eV

Atomic partial charges in e from the Löwdin method, atoms 1 to 6: 0.5420 0.9034 -0.5556 -0.1204 -0.0615 -0.0266

=====

Below is a molecular structure, C38H49HgN12PSSe, with properties calculated with the ωB97M-V functional and the def2-TZVPD basis.

Atoms and positions in Å:
Hg 1.921 0.753 -0.235
N 2.699 3.328 0.590
C 1.893 4.390 0.079
C 2.431 5.658 -0.132
C 1.628 6.700 -0.557
C 0.268 6.488 -0.764
C -0.259 5.222 -0.593
C 0.549 4.150 -0.201
P -0.129 2.451 -0.165
C -1.151 2.427 1.341
C -2.066 1.394 1.558
C -2.792 1.344 2.739
C -2.606 2.312 3.720
C -1.693 3.336 3.513
C -0.970 3.393 2.329
C -1.292 2.471 -1.567
C -2.651 2.737 -1.447
C -3.454 2.788 -2.580
C -2.904 2.585 -3.838
C -1.545 2.326 -3.965
C -0.749 2.260 -2.834
H 3.618 3.314 0.165
H 2.803 3.380 1.596
H 3.485 5.821 0.058
H 2.056 7.683 -0.711
H -0.372 7.304 -1.077
H -1.308 5.052 -0.801
H -2.197 0.623 0.804
H -3.507 0.545 2.895
H -3.177 2.271 4.639
H -1.552 4.101 4.267
H -0.277 4.211 2.167
H -3.093 2.896 -0.470
H -4.512 2.998 -2.478
H -3.531 2.633 -4.719
H -1.111 2.169 -4.945
H 0.313 2.064 -2.932
N 1.722 -1.101 3.970
C 1.420 0.119 4.531
C 1.338 0.985 3.486
N 1.589 0.321 2.307
C 1.816 -0.926 2.632
C 2.120 -1.959 1.643
N 2.167 -1.713 0.362
C 2.476 -2.902 -0.256
C 2.618 -3.879 0.682
N 2.380 -3.267 1.894
H 1.864 -1.953 4.485
H 1.289 0.250 5.591
H 1.096 2.035 3.508
H 2.578 -2.955 -1.328
H 2.864 -4.925 0.606
H 2.453 -3.714 2.792
Se 5.608 2.569 -3.091
N 6.954 1.836 -2.153
C 6.393 1.224 -1.116
C 7.083 0.525 -0.107
C 6.345 -0.057 0.923
C 4.971 0.042 0.939
N 4.253 0.694 -0.007
C 4.930 1.295 -1.025
N 4.302 1.965 -1.979
H 8.161 0.456 -0.147
H 6.841 -0.589 1.724
H 4.403 -0.403 1.746
N 3.015 -0.881 -2.731
N 2.077 0.179 -2.512
H 3.272 -0.906 -3.713
H 3.852 -0.624 -2.217
H 1.168 -0.099 -2.863
H 2.393 1.053 -2.927
C -1.526 -3.890 2.886
C -1.806 -5.271 2.292
C -2.202 -5.264 0.816
C -1.098 -4.769 -0.119
N -0.961 -3.317 -0.203
C -1.477 -2.407 -1.044
S -0.877 -0.809 -0.937
N -2.404 -2.692 -1.976
C -3.482 -3.690 -1.996
C -4.743 -3.205 -1.278
C -5.622 -2.248 -2.087
C -5.025 -0.859 -2.326
H -1.386 -3.952 3.967
H -2.353 -3.201 2.694
H -0.621 -3.434 2.472
H -2.610 -5.746 2.859
H -0.926 -5.911 2.422
H -3.089 -4.640 0.684
H -2.480 -6.277 0.515
H -1.199 -5.174 -1.123
H -0.135 -5.131 0.249
H -0.287 -2.888 0.409
H -2.590 -1.872 -2.529
H -3.140 -4.625 -1.576
H -3.707 -3.887 -3.045
H -4.445 -2.716 -0.343
H -5.331 -4.084 -1.001
H -6.570 -2.138 -1.558
H -5.864 -2.713 -3.048
H -4.644 -0.423 -1.398
H -5.775 -0.178 -2.730
H -4.202 -0.865 -3.046

Results
- Maximum force: 0.557 eV/A
- LUMO level (spin up / spin down): -2.08 / -2.08 eV
- E: -5428.7222 hartree
- Total charge: +1
- 2S+1: 2
- HOMO-LUMO gap (spin up / spin down): 5.435 / 7.985 eV

Atomic partial charges in e from the Löwdin method, atoms 1 to 6: 0.9443 0.0411 -0.3222 -0.0194 -0.0612 -0.0659

=====

Computed values of energy above the lowest of the compared OMol25 structures with the same formula, charge and spin (unit: kcal/mol) for the preceding records, in sequence: 2.6; 6.5; 11.8; 0.0.